{"formula": "C27H35N5O3", "method": "the ωB97M-V functional and the def2-TZVPD basis", "gap_ev": 7.3, "energy_ev": -42162.28217, "homo_ev": -8.2722, "symbols": ["C", "C", "C", "C", "N", "C", "C", "C", "C", "C", "C", "N", "C", "O", "C", "C", "C", "C", "N", "C", "C", "C", "C", "C", "C", "C", "N", "C", "C", "O", "C", "O", "N", "C", "C", "H", "H", "H", "H", "H", "H", "H", "H", "H", "H", "H", "H", "H", "H", "H", "H", "H", "H", "H", "H", "H", "H", "H", "H", "H", "H", "H", "H", "H", "H", "H", "H", "H", "H", "H"], "xyz": [[0.75369, -0.72287, 3.37807], [0.48508, 0.74314, 3.69376], [1.68835, 1.62174, 3.35368], [1.34467, 3.10456, 3.47522], [2.50262, 3.97658, 3.44493], [2.16636, 5.34954, 3.78343], [2.08975, 5.55260, 5.29866], [1.89864, 7.02293, 5.66121], [1.81190, 7.22554, 7.16880], [3.38426, 3.84274, 2.30936], [2.83168, 4.25179, 0.92133], [1.94349, 3.26565, 0.35168], [2.41988, 2.17163, -0.28287], [3.60454, 2.00618, -0.50938], [1.39422, 1.17133, -0.71440], [0.16094, 1.00343, -0.07080], [-0.71341, 0.02337, -0.47513], [-0.38435, -0.81539, -1.54645], [-1.25694, -1.77341, -1.95164], [-1.00306, -2.58334, -2.94084], [-1.99935, -3.58023, -3.31215], [-1.94346, -4.18658, -4.57526], [-2.84157, -5.15970, -4.95397], [-3.82847, -5.57021, -4.06969], [-3.92667, -4.98416, -2.82531], [-3.04514, -3.97778, -2.43287], [-3.16711, -3.36304, -1.19955], [-3.98575, -3.65953, -0.14869], [-3.76657, -2.70081, 1.00633], [-4.79571, -4.55753, -0.11536], [0.30394, -2.51761, -3.65823], [0.69571, -3.25392, -4.54158], [1.13440, -1.51142, -3.21493], [0.85811, -0.64957, -2.18959], [1.73965, 0.33609, -1.76527], [1.61656, -1.07894, 3.93553], [0.95472, -0.85361, 2.31621], [-0.10412, -1.33603, 3.64445], [0.24386, 0.85112, 4.75324], [-0.38648, 1.07863, 3.12519], [2.01926, 1.38631, 2.34082], [2.50960, 1.39734, 4.03565], [0.86130, 3.25899, 4.44373], [0.60057, 3.37963, 2.70149], [1.21241, 5.66384, 3.32557], [2.95091, 6.00174, 3.39289], [1.26353, 4.97350, 5.71371], [3.01323, 5.17809, 5.74234], [0.98452, 7.39489, 5.19179], [2.73367, 7.60504, 5.26480], [2.72100, 6.87535, 7.65224], [1.67948, 8.27827, 7.40691], [0.97095, 6.67214, 7.58097], [4.26205, 4.46173, 2.51099], [3.72246, 2.80785, 2.24584], [2.30614, 5.20617, 0.98303], [3.68179, 4.34862, 0.24093], [0.95591, 3.35585, 0.51972], [-0.10618, 1.61984, 0.77350], [-1.66014, -0.11781, 0.02223], [-1.17910, -3.88346, -5.26976], [-2.77132, -5.59990, -5.93667], [-4.53000, -6.34008, -4.35395], [-4.69762, -5.28920, -2.13759], [-2.51779, -2.57326, -1.10667], [-2.72176, -2.70575, 1.30879], [-4.38795, -3.00101, 1.84491], [-4.04082, -1.69277, 0.70212], [2.03428, -1.44883, -3.67997], [2.70350, 0.45910, -2.23651]], "forces_ev_per_angstrom": [[-0.2, 0.2, 0.1], [0.3, -0.1, -0.1], [-0.4, 0.2, 0.1], [0.2, -0.2, 0.1], [-0.1, 0.0, 0.0], [0.0, -0.1, 0.4], [0.0, 0.4, -0.3], [0.0, -0.3, 0.2], [0.0, 0.1, -0.2], [0.0, 0.1, -0.4], [0.5, -0.1, 0.4], [-0.3, 0.0, 0.1], [-0.2, 0.2, 0.0], [0.2, -0.1, 0.0], [-0.1, -0.5, -0.2], [0.1, 0.1, 0.0], [0.2, -0.1, -0.2], [0.9, 0.6, 0.1], [-0.1, -0.5, -0.6], [-0.3, 0.4, 0.5], [-0.3, -0.4, -0.2], [0.0, 0.0, 0.0], [-0.1, -0.1, -0.1], [0.2, 0.2, 0.0], [-0.2, -0.1, 0.1], [0.0, -0.2, -0.3], [0.4, 0.3, 0.0], [0.1, 0.2, 0.2], [-0.2, -0.2, 0.1], [-0.2, -0.2, 0.0], [0.8, 0.2, -0.2], [-0.1, -0.1, 0.0], [0.1, 0.0, -0.2], [-0.6, 0.2, 0.6], [0.0, 0.1, 0.1], [0.1, -0.1, 0.0], [0.0, -0.1, -0.1], [0.0, -0.1, 0.0], [-0.1, 0.1, 0.0], [-0.1, 0.1, 0.0], [0.1, 0.0, 0.0], [0.1, 0.0, 0.0], [-0.1, 0.0, -0.1], [-0.1, 0.0, 0.1], [0.1, 0.1, -0.1], [0.0, 0.0, 0.0], [0.0, -0.1, 0.1], [0.0, -0.1, 0.0], [0.0, 0.1, -0.1], [0.0, 0.0, -0.1], [0.1, 0.0, 0.1], [0.0, 0.1, 0.1], [-0.1, 0.0, 0.1], [0.0, -0.1, 0.0], [0.1, 0.0, -0.1], [0.0, 0.0, -0.1], [-0.1, 0.1, 0.0], [0.1, -0.1, -0.1], [0.0, 0.1, 0.1], [-0.1, 0.0, 0.0], [0.0, 0.0, 0.0], [0.0, 0.0, -0.1], [-0.1, -0.1, 0.0], [0.0, 0.0, 0.0], [-0.4, -0.2, 0.1], [0.1, 0.0, 0.0], [0.0, 0.0, 0.0], [0.0, 0.1, 0.0], [-0.2, -0.1, 0.0], [0.1, 0.0, 0.0]]}

{"formula": "C28H47GaO3SSi", "method": "the ωB97M-V functional and the def2-TZVPD basis", "gap_ev": 8.5, "energy_ev": -107032.95259, "homo_ev": -7.8904, "symbols": ["Ga", "C", "C", "C", "C", "C", "C", "C", "C", "C", "C", "C", "C", "C", "C", "C", "C", "C", "H", "H", "H", "H", "H", "H", "H", "H", "H", "H", "H", "H", "H", "H", "H", "H", "H", "H", "H", "H", "H", "H", "H", "H", "H", "H", "H", "H", "H", "C", "C", "C", "C", "C", "C", "C", "S", "O", "O", "O", "H", "H", "H", "H", "H", "H", "H", "C", "Si", "C", "C", "C", "H", "H", "H", "H", "H", "H", "H", "H", "H", "H", "H"], "xyz": [[-0.46721, -0.37130, -0.30007], [0.95027, 2.11011, 1.31019], [0.96386, 2.69275, -0.01930], [1.28045, 1.68445, -0.91324], [1.36925, 0.41695, -0.13593], [1.25317, 0.78748, 1.28081], [1.52696, -0.12925, 2.45461], [1.12254, -1.57549, 2.15080], [0.78101, 0.34674, 3.70211], [3.03904, -0.09838, 2.72902], [1.67715, 1.69303, -2.39639], [2.83741, 2.67497, -2.62647], [0.49662, 1.98515, -3.33793], [2.22393, 0.32143, -2.81775], [0.77661, 4.21500, -0.12730], [2.12071, 4.87767, 0.21971], [-0.26259, 4.69426, 0.90208], [0.27579, 4.76407, -1.46716], [0.74691, 2.66486, 2.21298], [2.08455, -0.34193, -0.43583], [0.04226, -1.67782, 2.01599], [1.40022, -2.22294, 2.98492], [1.61810, -1.96019, 1.25757], [-0.29633, 0.37829, 3.52529], [1.10499, 1.34377, 4.00378], [0.97283, -0.33083, 4.53675], [3.60022, -0.43859, 1.85619], [3.28905, -0.74989, 3.56995], [3.36513, 0.91530, 2.96580], [2.57059, 3.71175, -2.45219], [3.18872, 2.59016, -3.65784], [3.66987, 2.43089, -1.96301], [-0.04384, 2.88756, -3.07437], [-0.21072, 1.15482, -3.31894], [0.85951, 2.09317, -4.36386], [3.14265, 0.06877, -2.28412], [2.45462, 0.34309, -3.88508], [1.50006, -0.47550, -2.66308], [2.46395, 4.55517, 1.20445], [2.01366, 5.96524, 0.23384], [2.89287, 4.61704, -0.50378], [0.04505, 4.52078, 1.93191], [-1.22465, 4.20508, 0.74393], [-0.40909, 5.77020, 0.78737], [0.92726, 4.54965, -2.30629], [0.20362, 5.85106, -1.38462], [-0.72161, 4.39013, -1.70165], [3.36373, -3.67927, -6.21616], [2.32920, -3.34059, -5.17959], [2.52975, -3.64743, -3.83921], [1.57112, -3.34163, -2.88318], [0.39909, -2.72413, -3.28171], [0.16934, -2.41158, -4.61543], [1.13685, -2.71818, -5.55262], [-0.82620, -2.29720, -2.09549], [-0.17810, -2.39683, -0.74992], [-1.97804, -3.11353, -2.29731], [-1.06408, -0.82434, -2.24454], [4.30284, -3.97988, -5.75436], [3.55926, -2.82616, -6.86651], [3.02157, -4.50088, -6.84816], [3.45172, -4.12659, -3.53362], [1.73463, -3.56618, -1.83827], [-0.74940, -1.92046, -4.90914], [0.96931, -2.46827, -6.59339], [-2.67698, 2.21913, -1.07344], [-3.18995, 1.28762, 0.46785], [-2.90563, 2.30017, 2.01903], [-5.00966, 0.86002, 0.34404], [-2.17716, -0.28304, 0.62601], [-3.22736, 3.15593, -1.18918], [-2.85543, 1.60842, -1.96238], [-1.60960, 2.45441, -1.04283], [-3.36850, 3.28785, 1.96219], [-1.84019, 2.43545, 2.21549], [-3.34020, 1.77819, 2.87566], [-5.62428, 1.76110, 0.28437], [-5.33794, 0.28796, 1.21457], [-5.21021, 0.25838, -0.54516], [-2.73094, -1.12824, 0.20349], [-2.02710, -0.49324, 1.68893]], "forces_ev_per_angstrom": [[0.0, 0.0, -0.1], [0.0, 0.0, 0.0], [0.0, 0.0, 0.0], [0.0, 0.0, 0.0], [-0.1, 0.0, 0.0], [0.0, 0.0, 0.0], [0.0, 0.0, 0.0], [0.0, 0.0, 0.0], [0.0, 0.0, 0.0], [0.0, 0.0, 0.0], [0.0, 0.0, 0.0], [0.0, 0.0, 0.0], [0.0, 0.0, 0.0], [0.0, 0.0, 0.0], [0.0, 0.0, 0.0], [0.0, 0.0, 0.0], [0.0, 0.0, 0.0], [0.0, 0.0, 0.0], [0.0, 0.0, 0.0], [0.0, 0.0, 0.0], [0.0, 0.0, 0.0], [0.0, 0.0, 0.0], [0.0, 0.0, 0.0], [0.0, 0.0, 0.0], [0.0, 0.0, 0.0], [0.0, 0.0, 0.0], [0.0, 0.0, 0.0], [0.0, 0.0, 0.0], [0.0, 0.0, 0.0], [0.0, 0.0, 0.0], [0.0, 0.0, 0.0], [0.0, 0.0, 0.0], [0.0, 0.0, 0.0], [0.0, 0.0, 0.0], [0.0, 0.0, 0.0], [0.0, 0.0, 0.0], [0.0, 0.0, 0.0], [0.0, 0.0, 0.0], [0.0, 0.0, 0.0], [0.0, 0.0, 0.0], [0.0, 0.0, 0.0], [0.0, 0.0, 0.0], [0.0, 0.0, 0.0], [0.0, 0.0, 0.0], [0.0, 0.0, 0.0], [0.0, 0.0, 0.0], [0.0, 0.0, 0.0], [0.0, 0.0, 0.0], [0.0, 0.0, 0.0], [0.0, 0.0, 0.0], [0.0, 0.0, 0.0], [0.0, 0.0, 0.0], [0.0, 0.0, 0.0], [0.0, 0.0, 0.0], [0.0, -0.1, 0.1], [0.0, 0.0, -0.1], [0.0, 0.0, 0.0], [0.0, 0.1, 0.0], [0.0, 0.0, 0.0], [0.0, 0.0, 0.0], [0.0, 0.0, 0.0], [0.0, 0.0, 0.0], [0.0, 0.0, 0.0], [0.0, 0.0, 0.0], [0.0, 0.0, 0.0], [0.0, 0.0, 0.0], [0.0, 0.0, 0.0], [0.0, 0.0, 0.0], [0.0, 0.0, 0.0], [0.0, 0.0, 0.0], [0.0, 0.0, 0.0], [0.0, 0.0, 0.0], [0.0, 0.0, 0.0], [0.0, 0.0, 0.0], [0.0, 0.0, 0.0], [0.0, 0.0, 0.0], [0.0, 0.0, 0.0], [0.0, 0.0, 0.0], [0.0, 0.0, 0.0], [0.0, 0.0, 0.0], [0.0, 0.0, 0.0]]}

{"formula": "C8H16N2SSi", "method": "the ωB97M-V functional and the def2-TZVPD basis", "gap_ev": [5.3, 8.1], "energy_ev": -30244.71279, "homo_ev": [-6.2145, -7.7502], "symbols": ["C", "C", "C", "C", "C", "C", "C", "C", "N", "N", "Si", "S", "H", "H", "H", "H", "H", "H", "H", "H", "H", "H", "H", "H", "H", "H", "H", "H"], "xyz": [[2.61982, -0.88157, -0.78087], [3.82271, 0.42108, 0.85911], [2.08757, 0.39947, -0.49142], [-0.44379, 2.34531, 0.19785], [-0.35474, -1.34566, 1.44987], [-1.91973, -2.40168, -1.27359], [-3.13989, -0.01182, 0.36299], [0.61955, 2.18505, -0.87961], [2.82607, 1.07414, 0.42626], [0.96282, 0.82745, -1.05028], [-1.56974, -0.97861, -0.02111], [4.04153, -1.16743, 0.18197], [2.16252, -1.75741, -1.23487], [4.70298, 0.69018, 1.44332], [-0.19007, 1.52017, 0.93229], [-0.36043, 3.31939, 0.62745], [-1.28957, 2.16958, -0.32143], [0.65487, -1.02864, 1.15098], [-0.52795, -0.71788, 2.34452], [-0.22366, -2.23695, 1.93104], [-1.09654, -2.42564, -1.94059], [-1.96273, -3.45271, -0.82356], [-2.92489, -2.40761, -1.85216], [-3.92790, -0.59266, 0.95183], [-2.89891, 0.95864, 0.86299], [-3.55503, 0.26966, -0.59793], [0.38235, 2.58968, -1.87292], [1.50278, 2.63647, -0.58211]], "forces_ev_per_angstrom": [[0.4, -0.6, 0.9], [1.6, -1.2, -0.3], [-0.6, -2.0, -0.7], [3.5, -1.0, 1.1], [-0.2, 3.0, -0.7], [-2.1, -1.5, 1.0], [-0.3, 0.0, 1.1], [-0.1, 0.0, -0.4], [0.4, 1.9, 1.0], [-0.1, -1.7, -1.1], [0.4, -0.4, 0.2], [-1.2, 0.3, -0.7], [0.0, 0.6, -0.3], [-0.8, 0.8, 0.3], [-0.7, 1.2, -0.5], [-0.3, 0.6, 0.4], [-3.4, -0.5, -0.9], [-0.2, -0.1, -0.2], [-0.5, 0.4, -0.6], [0.0, -3.1, 0.6], [0.7, 0.0, -1.0], [0.3, 1.4, -0.1], [1.7, 0.7, 0.8], [1.0, 0.8, -0.7], [-0.3, -0.9, -0.1], [-0.3, -0.1, -0.2], [-0.6, 0.0, 0.3], [1.6, 1.6, 0.7]]}

{"formula": "C3H5N3", "method": "the ωB97M-V functional and the def2-TZVPD basis", "gap_ev": 10.6, "energy_ev": -7660.14775, "homo_ev": -9.7569, "symbols": ["C", "N", "C", "N", "C", "N", "H", "H", "H", "H", "H"], "xyz": [[-1.73201, -0.28254, 0.02681], [-0.28276, -0.08498, -0.31390], [0.45568, 1.01962, -0.13672], [1.74141, 0.87940, 0.02349], [1.97002, -0.51515, 0.05088], [0.93066, -1.29302, -0.05044], [-2.35846, -0.57961, -0.82766], [-1.73638, -1.09739, 0.74616], [-2.24353, 0.57761, 0.50529], [0.20827, 2.07781, -0.09843], [3.04798, -0.76301, 0.14822]], "forces_ev_per_angstrom": [[0.6, -0.4, 0.0], [2.1, -1.2, 1.2], [0.6, 0.2, 0.1], [0.6, -1.5, 0.0], [-1.1, 1.8, -0.2], [-1.7, 2.3, -0.5], [0.6, 0.1, 0.0], [-0.2, -0.1, 0.0], [0.9, -0.2, -0.3], [-1.3, -0.4, -0.3], [-1.2, -0.7, -0.1]]}

{"formula": "C10H10N2S", "method": "the ωB97M-V functional and the def2-TZVPD basis", "gap_ev": 7.5, "energy_ev": -24344.12516, "homo_ev": -7.2136, "symbols": ["C", "C", "C", "C", "C", "C", "C", "C", "C", "C", "N", "N", "S", "H", "H", "H", "H", "H", "H", "H", "H", "H", "H"], "xyz": [[-3.24013, -0.72039, 0.82579], [-2.08773, -1.37937, 1.28299], [-3.17065, -0.08611, -0.36422], [-0.91230, -1.24626, 0.53718], [-2.00866, 0.09209, -1.12527], [2.39667, 1.90460, 0.63398], [1.27248, 1.48844, -0.04776], [-0.80166, -0.50371, -0.64084], [3.21757, -0.23416, 0.17602], [0.51370, -0.46633, -1.30877], [3.42798, 1.00154, 0.59500], [1.43910, 0.28903, -0.55147], [3.92492, -1.52884, -0.44575], [-4.21646, -0.77040, 1.31837], [-2.01270, -1.53754, 2.30967], [-3.90205, 0.65005, -0.59250], [-0.10208, -1.83072, 0.90643], [-2.01247, 0.51654, -2.11014], [2.44286, 2.60244, 1.43052], [0.37744, 2.06328, -0.21346], [0.86893, -1.52812, -1.19039], [0.23193, -0.05055, -2.34128], [4.35333, 1.27451, 0.91588]], "forces_ev_per_angstrom": [[0.1, -1.4, 0.8], [-0.2, 2.3, -1.5], [0.7, 2.2, -1.5], [-1.0, -0.2, 0.4], [1.9, -1.9, 1.3], [-1.3, 1.1, -0.1], [1.4, 0.2, 0.5], [-2.9, -0.5, 0.5], [-2.2, 1.1, -2.9], [-0.7, -0.7, -0.6], [0.2, -1.5, 0.5], [2.9, -0.6, 0.8], [0.0, 0.0, 0.6], [0.6, 0.2, 0.3], [0.0, -1.5, 1.5], [-1.4, -0.2, -0.6], [1.0, 0.1, 0.2], [-0.1, 0.7, -0.2], [0.0, 0.9, 0.1], [-0.3, 0.1, 0.3], [0.1, 0.9, -1.3], [1.5, -0.9, 0.9], [-0.3, -0.3, 0.0]]}

{"formula": "C5H9NO3", "method": "the ωB97M-V functional and the def2-TZVPD basis", "gap_ev": 9.9, "energy_ev": -12959.66350, "homo_ev": -9.1202, "symbols": ["N", "C", "C", "O", "C", "O", "C", "C", "O", "H", "H", "H", "H", "H", "H", "H", "H", "H"], "xyz": [[0.09070, 0.64045, 1.71912], [-0.41742, 0.57326, 0.36895], [0.44693, 1.40945, -0.54553], [1.54448, 0.56434, -0.94293], [1.94429, -0.50077, -0.15194], [0.86817, -1.52752, 0.18619], [-0.31968, -0.84711, -0.20834], [-1.62809, -0.32011, 0.26600], [-2.65846, -0.13208, -0.70813], [0.33967, -0.28262, 2.09533], [-0.45430, 1.15639, 2.40944], [0.81205, 2.32537, -0.05723], [0.06820, 1.71122, -1.55744], [2.34491, -0.22560, 0.78338], [2.68374, -1.03279, -0.75627], [-0.31215, -0.86409, -1.28960], [-2.07862, -0.47366, 1.22428], [-2.22796, 0.07642, -1.54155]], "forces_ev_per_angstrom": [[0.5, -0.6, 0.7], [0.5, 0.0, -0.3], [-0.4, 0.5, -1.1], [0.5, -0.1, -0.1], [-0.5, -1.2, -0.8], [-0.5, 1.0, 0.0], [1.1, 0.0, 0.1], [-1.3, 0.6, -0.9], [0.9, -0.4, 0.9], [-0.2, 0.6, -0.2], [-0.1, -0.2, -0.6], [0.0, -0.4, 0.1], [-0.3, -0.2, 1.0], [0.4, 0.6, 1.2], [-0.2, 0.0, 0.2], [-0.4, 0.4, -0.3], [-0.1, -0.4, 0.3], [0.0, 0.0, -0.2]]}

Relative energy (zero: lowest compared OMol25 entry of this formula, charge and spin) across the listed records, respectively: 0.0, 0.0, 83.9, 53.2, 93.2, 116.3 kcal per mole.